[1]
Density functional theory data (ωB97M-V/def2-TZVPD) for a structure of composition C43H47CrN2P2S.

**Orbital gap (alpha / beta)**: 0.2075 / 0.2513 Ha
**Highest occupied orbital energy (alpha / beta)**: -12.6658 / -12.6649 eV
**Multiplicity**: 4
**Charge**: +2
**⟨S²⟩**: 3.883

XYZ file:
```
96
Properties=species:S:1:pos:R:3:lowdin_charge:R:1
C -3.0025 1.1876 1.7485 -0.35
C -1.0281 0.7457 -3.0833 -0.05
H -7.1206 -1.3866 5.0654 0.04
H -5.6247 1.8986 -0.2837 0.12
C 0.7990 3.7065 3.0200 -0.05
C -1.1205 1.9450 -0.9906 -0.15
H -3.9200 4.2576 2.8596 0.12
C 0.1907 2.3910 -1.2023 -0.11
C 0.2861 1.1631 -3.2694 -0.03
H -1.8356 -2.8553 -4.7499 0.12
H -5.3650 -3.5865 -2.4391 0.12
H -5.1475 -1.8083 1.1300 0.10
H 0.1329 -5.3398 3.3796 0.12
C -3.9502 1.0314 0.7342 -0.12
C 0.0805 -5.8664 0.0340 -0.05
C -2.9907 2.3591 2.5098 -0.10
P -1.3369 -2.0267 0.0229 1.01
H -3.0167 0.0220 6.6952 0.12
H 3.6205 -0.0464 2.0131 0.15
H -2.9194 -2.4551 3.1093 0.09
H 3.2152 -2.3120 0.8754 0.12
H -2.7442 0.7807 -1.8000 0.11
H -6.6184 -2.5754 2.8882 0.09
C -0.4473 -4.6498 -0.3756 -0.07
H -5.8880 -1.0905 6.2983 0.04
C 2.5311 -0.0957 2.0959 -0.13
C 2.7217 0.0058 -0.3134 -0.05
H -1.5155 0.1444 -3.8379 0.12
H -3.2445 -3.3634 1.6468 0.12
C -1.4815 -0.3149 3.6988 -0.32
C 0.9036 1.9751 -2.3233 -0.06
C -2.3545 -2.8459 -3.7998 -0.06
H 0.6866 -1.9160 5.7616 0.12
C -4.7146 -1.8602 2.1334 -0.26
H -0.6582 -2.1232 -2.7038 0.10
H -2.2644 2.4863 3.3030 0.11
H 0.6968 -7.0687 1.7016 0.12
H 2.7471 1.0896 -0.2031 0.10
H 0.3133 -6.6261 -0.7007 0.12
H -0.6318 3.2631 1.5087 0.09
C -0.3589 -1.0342 4.1104 -0.10
H -1.7043 2.3455 -0.1678 0.10
N 1.9668 -0.6076 0.8140 -0.33
H 3.4099 1.7353 3.9100 0.13
C -0.5328 -3.9218 1.9192 -0.12
H -5.4088 -3.8322 2.6925 0.08
S -5.1418 -2.7349 4.7635 0.82
H 1.5850 -2.5650 1.5264 0.08
C -4.8798 2.0301 0.4909 -0.05
C -2.3480 -2.4408 -1.4171 -0.37
C -3.9235 3.3562 2.2599 -0.04
H -4.1831 -2.9238 -0.3957 0.09
H 1.9153 2.3260 -2.4825 0.13
H 3.7481 -0.3649 -0.3239 0.12
N -2.3243 -1.5183 1.3245 -0.42
C -3.6807 -3.2471 -3.7247 -0.05
H 1.8282 -2.4520 -0.2200 0.09
H -5.7084 -0.3700 4.6901 0.02
C -0.1860 -1.3593 5.4440 -0.04
P -1.7154 -0.0684 1.9376 0.99
H 0.8185 0.8820 -4.1695 0.13
H 2.3815 3.9141 4.4602 0.12
C -4.3355 -3.2584 -2.4981 -0.05
C -5.5568 -2.7939 3.0000 -0.48
C -1.1395 -0.9674 6.3758 -0.04
H 0.3630 4.6734 3.2395 0.12
Cr 0.1270 0.3125 0.3680 0.62
H 0.6333 3.1019 -0.5166 0.12
C -2.2676 -0.2663 5.9702 -0.04
C -2.4453 0.0570 4.6341 -0.08
H -1.0067 -1.2180 7.4203 0.12
C -1.6951 -2.4338 -2.6491 -0.15
H 2.2604 -0.2657 -1.2652 0.09
H -3.9732 0.1149 0.1527 0.09
C 2.5083 2.0564 3.3980 -0.02
C 2.1571 -2.0737 0.7454 -0.05
H -0.6313 -4.4775 -1.4291 0.10
C -3.6697 -2.8724 -1.3457 -0.06
C -0.7578 -3.6670 0.5655 -0.36
C 0.7819 1.6467 1.7470 -0.20
C -0.0169 -5.1438 2.3257 -0.05
H -5.5889 3.9756 1.0590 0.12
C 1.9344 3.2805 3.7051 -0.04
H -4.7507 -0.8486 2.5411 0.09
C 0.2958 -6.1151 1.3834 -0.05
C 0.2354 2.8977 2.0449 -0.12
H -4.2017 -3.5622 -4.6192 0.12
H 2.3130 -0.8232 2.8752 0.12
H -3.3359 0.5880 4.3242 0.10
C 1.9324 1.2417 2.4287 -0.24
C -4.8627 3.1959 1.2500 -0.04
H 0.3674 -1.3522 3.3754 0.08
C -1.7217 1.1056 -1.9364 -0.06
H -0.7733 -3.1723 2.6651 0.08
C -6.0537 -1.2495 5.2345 -0.40
C -3.2793 -2.3628 2.0816 -0.25
```

=====

[2]
Density functional theory data (ωB97M-V/def2-TZVPD) for a structure of composition C43H47N5O6RuS2SiTe.

**Energy above the lowest of the compared OMol25 structures with the same formula, charge and spin**: 5.099 eV
**Orbital gap (alpha / beta)**: 0.1620 / 0.2317 Ha
**Highest occupied orbital energy (alpha / beta)**: -2.4844 / -4.5310 eV
**Multiplicity**: 6
**Charge**: -1
**⟨S²⟩**: 8.803

XYZ file:
```
106
Properties=species:S:1:pos:R:3:lowdin_charge:R:1
C -0.4809 -2.3865 -1.2830 -0.25
H 0.3976 -7.0874 -1.9208 0.07
C 4.0157 -2.3210 -1.0205 -0.03
C 4.9271 -2.6856 1.5702 -0.09
O 2.6039 3.9107 5.1534 -0.13
H 0.2518 -0.8210 -3.3252 0.01
C -0.5291 -1.4254 2.7861 -0.02
C -4.9669 -2.3614 -2.5230 -0.29
H 2.9263 -2.1782 2.1704 0.12
N -1.1318 0.6726 1.7361 0.01
C -3.6240 -2.3816 -1.8016 -0.22
C 3.4314 0.2682 -3.7242 -0.17
H 3.7241 0.5785 -1.1362 0.04
H -2.3341 2.4358 -2.4650 -0.03
S -1.9808 -0.4074 -2.4174 0.75
H -3.3333 3.8823 -2.6599 0.03
H -2.7619 3.4411 2.7711 0.09
Si -2.7225 3.5128 -0.2879 0.37
H 5.2741 -2.8400 2.5851 0.09
H -3.1682 5.9505 -0.1643 0.02
H 3.4796 -2.6350 -5.4676 0.10
C -1.7690 0.4230 3.9930 -0.07
C 1.7392 -1.6578 -0.2209 -0.24
H -5.2074 3.3063 -0.4720 0.03
H 3.7885 2.6250 2.2834 0.12
N -1.5945 2.4090 0.4242 -0.17
C 3.6103 -2.3109 1.3391 -0.05
H 0.7117 4.1149 4.3461 0.13
H 3.6476 -2.1865 -2.0319 0.11
C 1.2984 -3.9686 -0.8875 0.00
H 3.6288 2.1412 -0.2940 0.03
H -4.9001 -3.0357 -3.3694 0.14
C 1.7801 -1.8434 -4.4214 -0.07
H 4.4841 3.9737 3.2086 0.13
H -1.3304 -5.4893 -2.3482 0.11
H -2.4823 5.3930 1.3633 0.01
O -5.3307 -1.0695 -3.1090 -0.28
C -2.3432 1.6956 3.9608 -0.09
H -2.7181 -2.0088 0.1371 0.11
Te 1.4917 1.8078 -1.9506 1.35
C 0.8530 -2.6235 -0.7982 -0.10
H -1.4313 5.6349 -0.0402 0.02
C 2.9824 2.8617 4.2755 -0.18
H 1.3305 5.4773 5.3129 0.13
Ru -0.1863 0.9161 -0.1018 0.95
H -1.8011 -0.1881 4.8847 0.10
H -4.7155 3.6003 1.1981 0.02
C 2.1016 5.3816 3.2979 -0.11
C -6.0152 -2.7372 -1.5389 0.06
H 0.1725 -1.5705 3.6098 0.08
H -1.5840 4.0417 -2.4103 0.02
H 3.7228 2.2581 4.7992 0.13
C -2.4708 3.4672 -2.1321 -0.18
C 5.3318 -2.6944 -0.7941 -0.08
O -6.5477 -0.4474 -1.0533 -0.29
C 3.9197 -0.7590 -4.5187 -0.11
C -1.1545 -0.0613 2.8476 -0.33
N 1.2353 3.6431 0.4551 0.13
H 1.3032 5.9347 2.8060 0.13
O -0.9566 -1.0962 -1.2024 -0.64
H 6.8253 -3.1589 0.6818 0.09
O -2.9246 -3.9946 -3.3493 0.04
H 4.0831 1.0951 -3.4624 0.09
C -4.7851 -1.6560 0.2354 -0.04
C 2.4451 0.5205 0.6081 -0.38
H 2.9206 6.0681 3.5296 0.13
C 1.1209 -6.3902 -1.4980 -0.06
H 1.9709 1.2564 1.2706 0.06
H 2.0224 -6.4222 -2.1143 0.07
H 3.2483 0.0539 1.1882 0.10
N 2.6060 4.3519 2.3928 -0.09
C 2.1160 0.2408 -3.2644 -0.50
H -2.8057 2.0948 4.8566 0.10
C -2.6374 -3.2912 -2.3784 -0.37
H 1.1254 -2.6690 -4.6729 0.11
H 1.3950 -6.7478 -0.5029 0.07
C -2.4176 5.2877 0.2772 -0.19
S -5.4607 0.1973 -2.1040 0.88
C -2.3277 2.4519 2.8114 -0.04
H -1.3011 -2.1933 2.8693 0.09
C -6.1272 -1.7205 -0.4606 -0.35
H 2.2803 -4.2122 -0.5051 0.11
C -4.4548 3.0665 0.2812 -0.16
C 3.0695 1.2500 -0.5831 -0.43
N 1.4069 -0.4079 0.1968 -0.17
C 1.5971 4.7239 4.5725 -0.18
C 0.5523 -4.9952 -1.4349 -0.29
H -0.0044 -1.5564 1.8418 0.05
C 3.0958 -1.8254 -4.8592 -0.10
H -6.9140 -1.9479 0.2563 0.14
H -4.5166 1.9963 0.4866 0.02
H 6.0000 -2.8428 -1.6341 0.10
H -4.7591 -1.3442 1.2727 0.10
C -3.6523 -2.0195 -0.4069 -0.09
C -1.7284 1.9013 1.6566 -0.46
C -1.2515 -3.4240 -1.8060 -0.09
C 1.2873 -0.8072 -3.6363 -0.13
C 1.9070 3.9949 1.3283 -0.26
C 5.7960 -2.8731 0.5038 -0.11
C 3.1357 -2.1110 0.0426 -0.21
C 3.5647 3.4235 2.9898 -0.11
H 4.9455 -0.7288 -4.8662 0.10
O -6.2421 1.1486 -2.8589 -0.40
H 2.1096 2.2364 4.0449 0.13
H -6.1925 -3.7807 -1.3196 0.12
C -0.7165 -4.7197 -1.9009 -0.01
```

=====

[3]
Density functional theory data (ωB97M-V/def2-TZVPD) for a structure of composition C43H48BCaCl2F4N7O5SSi2 at a distorted geometry.

**Energy above the lowest of the compared OMol25 structures with the same formula, charge and spin**: 0.636 eV
**Orbital gap**: 0.1459 Ha
**Highest occupied orbital energy**: -1.0016 eV
**Charge**: -2

XYZ file:
```
114
Properties=species:S:1:pos:R:3:lowdin_charge:R:1
N -1.9997 2.4759 0.3904 0.02
H 3.4317 -4.4537 1.0777 0.01
C 5.6511 0.4548 -2.5630 -0.11
C -3.3726 -3.7472 1.4245 -0.97
H 0.4587 4.9374 -2.3789 0.09
C 3.0278 -3.8259 0.2670 -0.21
O 3.2498 2.9585 -3.7359 -0.13
H 1.0750 -3.6794 -2.2459 0.02
C 3.2141 2.6438 1.4233 -0.10
C -3.3834 -2.4850 2.3231 -0.77
H -0.4349 -2.3335 5.4358 0.02
H 3.5761 0.7334 2.3410 0.10
C 3.0119 1.2836 1.5936 -0.10
H 0.0205 -5.5892 3.4607 0.00
Cl -2.8636 -5.1873 2.3472 0.58
C -2.7586 2.9551 -0.5848 -0.11
C -1.9303 5.2779 2.7709 -0.30
Ca -2.1071 0.0873 0.5625 1.34
C 1.3357 1.2909 -0.1526 -0.23
H 1.3214 0.9566 5.1207 0.11
C 2.0711 0.6193 0.8154 -0.04
H 6.7228 0.3064 -2.4944 0.09
H 1.0586 -6.2971 -0.5811 0.01
H -4.0516 4.5081 -1.3090 0.12
H -1.5679 -3.2656 4.4275 0.01
H -2.6156 -1.7266 -6.6828 0.08
C 0.2524 2.7514 4.6158 0.00
C -2.1649 -1.3026 -4.0066 -0.24
F -6.4581 2.2907 0.6477 0.07
O -3.9278 -2.5533 3.4101 0.01
F -5.0949 1.4480 -1.0315 0.07
N -0.4604 -0.0040 -3.0143 0.15
N -0.6045 1.3256 2.4048 0.11
F -6.2162 -0.0138 0.3943 0.11
S -1.5923 6.9159 4.4132 0.95
C -3.3621 -1.9921 -4.0163 -0.05
H -2.9084 2.3018 -1.4400 0.12
H 2.3704 2.0868 -5.4158 0.09
H 1.8847 -0.4552 0.9389 0.10
F -4.4411 1.2818 1.1833 0.03
H -1.1795 -1.6228 3.9816 0.01
C -3.3793 4.1992 -0.5210 -0.02
H 3.9480 3.1751 2.0203 0.09
C 0.6540 1.4533 4.4287 -0.02
H -0.5548 -3.5758 -1.5325 0.03
H 1.3438 2.0709 -3.1324 0.12
C -2.2957 4.5035 1.5913 -0.08
C 5.1384 1.6145 -3.1270 -0.03
H 0.4368 -0.2764 3.1478 0.08
Si 0.6609 -3.1929 3.3272 0.30
H 2.7186 -1.0878 -1.7829 0.11
N -0.8210 5.5424 4.7636 -0.22
C -2.3817 -0.7655 -1.6278 -0.17
H 2.4024 -2.4865 5.0795 0.01
C -4.0974 -2.0592 -2.8331 -0.10
H 5.1493 -1.4149 -1.6320 0.10
C 0.4385 0.5286 -2.1665 -0.35
H -3.7295 -2.4649 -4.9165 0.09
C 1.5462 2.6691 -0.3197 -0.23
H 4.0292 2.6806 -5.6468 0.09
H 0.5703 3.3301 5.4747 0.11
H 2.3044 -1.3112 3.7392 -0.02
H 1.2630 -6.2303 1.1868 0.00
H -5.0562 -2.5671 -2.8235 0.10
H -2.6859 -3.6219 0.6018 0.04
C 0.4266 -2.9330 1.5842 -0.36
H -1.6699 -3.0336 -5.9397 0.10
H 2.6240 4.4083 0.3566 0.09
H 2.1269 4.7985 -1.7822 0.09
H -0.3244 -5.9019 0.4754 0.01
Cl -5.0119 -4.0044 0.7425 0.56
B -5.5868 1.2307 0.2916 -1.19
C 4.7684 -0.5091 -2.0829 -0.08
C 0.8969 -5.0152 3.7866 -0.21
H 3.3441 -2.7960 0.4667 0.00
H -4.2262 -1.5324 -0.7889 0.07
C 2.8771 0.8410 -2.7268 -0.18
H -3.5926 5.9591 0.6960 0.12
N 0.3630 0.5818 -0.8812 0.16
C -0.5888 3.3467 3.6716 -0.09
C -1.6974 -0.7035 -2.8301 -0.22
H 1.0288 -5.1665 4.8703 0.02
H 0.5257 -2.1922 -1.4227 -0.01
C 3.0776 2.8770 -5.1466 -0.08
H 5.7913 2.3986 -3.5000 0.11
O -2.7517 -1.4887 1.7931 -0.30
O -1.3667 -1.1545 -5.1243 -0.12
C 0.4970 -3.2899 -1.3930 -0.19
C 2.2728 -2.3843 3.9844 -0.21
C 0.1793 0.7656 3.3137 -0.10
C -1.6566 -1.9798 -6.2258 -0.11
C -0.9656 2.6100 2.5606 -0.13
H 3.4836 -4.1629 -0.6801 0.01
C -1.0833 4.7150 3.7842 -0.30
H 3.1417 -2.8528 3.4958 0.01
Si 1.1270 -3.9027 0.2774 0.29
C 2.4712 3.3421 0.4704 -0.03
C 3.3942 -0.3260 -2.1635 0.00
C -3.1370 4.9828 0.5786 0.02
H -0.3768 -2.2558 1.2714 -0.05
O 0.7911 3.2902 -1.2780 -0.10
C -0.7459 -2.5397 4.3985 -0.19
C -1.7831 3.2222 1.4789 -0.14
C 3.7729 1.7936 -3.2036 -0.26
H -0.8660 -1.8171 -6.9544 0.08
H -0.1327 -0.0267 -3.9612 0.12
H 2.6888 3.8390 -5.4794 0.09
C 0.7546 -5.7601 0.3320 -0.21
H 1.7800 -5.4307 3.2779 0.01
N -2.2807 6.5169 3.0098 -0.22
N 1.5193 1.0998 -2.9308 0.13
C -3.6083 -1.4611 -1.6863 -0.16
H 0.8137 5.2820 -0.6741 0.09
C 1.0740 4.6502 -1.5298 -0.09
```

=====

[4]
Density functional theory data (ωB97M-V/def2-TZVPD) for a structure of composition C43H48F3IrN2O6SbSi at a distorted geometry.

**Energy above the lowest of the compared OMol25 structures with the same formula, charge and spin**: 0.000 eV
**Orbital gap**: 0.2825 Ha
**Highest occupied orbital energy**: -10.7180 eV
**Charge**: +1

XYZ file:
```
105
Properties=species:S:1:pos:R:3:lowdin_charge:R:1
C 2.3898 -5.1477 -0.7317 -0.07
H 3.2077 -0.1293 -1.8360 0.11
H -1.3309 -0.2532 3.6874 0.13
C 1.4563 0.1175 1.8382 -0.11
C 1.5182 2.5062 -2.5190 -0.13
O -0.1461 2.4520 0.4896 -0.29
C 2.3916 3.6957 -4.4179 -0.06
H 1.8933 0.9866 1.3621 0.11
O -2.7584 0.6227 -0.5192 -0.13
C -4.0676 3.5014 0.4696 -0.24
H -3.2177 2.1038 4.4173 0.00
H 1.2306 -0.6194 1.0733 0.10
H 0.0200 -0.2118 -6.0876 0.11
F -4.7520 -0.6527 -1.8190 0.18
C -0.0897 -0.6020 -5.0840 -0.08
H 3.5835 -5.8609 0.9041 0.10
H 2.8365 -5.8205 -1.4526 0.11
H -4.7307 2.7132 0.1248 0.00
H -4.0409 -5.3269 -2.7241 0.10
H 1.0627 -4.2929 -2.1640 0.10
C -0.3377 -0.5350 3.3396 -0.12
C 0.6174 -0.7437 4.5295 -0.04
O -0.7780 -1.1296 0.4671 -0.46
C -4.0691 -4.2370 0.4789 -0.09
H -2.6652 -2.8640 1.3274 0.09
H 3.5337 3.2251 -2.6670 0.12
N 1.8953 -0.0157 4.2305 -0.07
H -0.8609 2.8985 -4.8996 0.11
C 0.4474 1.7383 3.2986 -0.13
C -4.8914 -0.4844 -0.5069 -0.55
H 1.7342 -2.0270 -2.6240 0.09
Sb -2.6661 2.7428 1.8530 1.41
H 0.6376 2.5862 2.6427 0.12
C 5.1225 2.2020 0.5485 -0.08
H 1.4794 1.7937 5.2339 0.14
C -0.3721 -1.6106 -2.4722 -0.23
O -3.3658 -0.3671 1.3560 -0.02
H -4.5157 3.1192 3.7682 0.02
C 3.8298 2.5299 0.1473 -0.03
H -3.5220 3.9092 -0.3795 0.03
H -0.9005 4.7447 1.7044 0.01
H 0.8636 -1.7938 4.6747 0.14
C 1.0072 -1.1325 -4.4202 -0.07
C 2.2031 -4.3326 1.5132 -0.10
C 2.4152 -0.4457 2.8882 -0.03
O 1.3456 3.9711 0.0224 0.09
H 6.7341 0.7903 0.4042 0.10
H -0.5555 1.9349 -2.6615 0.12
H -4.6413 -4.3302 1.3936 0.11
H 0.7697 0.3524 -1.9621 0.06
H 3.4194 -0.0404 2.7676 0.14
H 1.0239 4.0342 -6.0349 0.11
H -2.4361 -1.0495 -2.6979 0.09
C 1.6581 1.8993 -1.1267 -0.33
H -0.4453 1.9445 3.8898 0.11
C -3.8530 2.2834 3.5500 -0.27
H -0.4418 -1.4224 2.7190 0.10
H 3.3837 3.4585 0.4765 0.11
O 1.0172 0.6411 -1.0739 -0.04
H 2.5687 1.9311 3.8399 0.14
C 5.0337 0.2068 -0.7743 -0.06
H 5.4986 -0.6965 -1.1480 0.11
H 5.6655 2.8778 1.1984 0.10
C 0.7911 -3.3844 -0.2315 -0.20
C -1.6527 4.5014 2.4528 -0.26
N 0.1736 0.5476 2.4640 -0.27
C 2.5709 3.1496 -3.1550 0.00
H 0.7123 -2.8329 1.8366 0.07
Ir -1.2608 0.7985 0.9182 1.25
C 5.7260 1.0385 0.0979 -0.09
C -3.7339 -4.7939 -1.8332 -0.07
C -3.5657 -0.0799 0.1690 -0.59
C 1.1603 3.6070 -5.0502 -0.08
H -2.3761 5.3098 2.5457 0.02
H 2.5830 -0.2378 4.9478 0.19
H 1.9758 -1.1546 -4.9040 0.11
C 1.2085 -3.4570 1.0995 -0.11
C 0.2795 2.4261 -3.1518 -0.02
H 2.4612 -1.5342 2.8814 0.13
C 3.7461 0.5310 -1.1693 -0.01
C -2.6154 -3.9737 -1.8662 -0.09
F -5.7782 0.5139 -0.3079 0.15
H -4.4383 1.3899 3.3424 0.01
H -2.0619 -3.8753 -2.7940 0.10
H -4.6463 4.2885 0.9499 0.02
C 1.6566 1.4669 4.2113 -0.03
C 0.1039 2.9709 -4.4143 -0.07
C 2.8084 -5.1738 0.5907 -0.08
F -5.3907 -1.5900 0.0225 0.19
C 0.8625 -1.6326 -3.1320 -0.12
H 0.2275 -0.3397 5.4625 0.14
Si -0.6352 -2.2450 -0.7177 0.52
H -2.1881 -0.1673 -4.9679 0.11
H 3.2185 4.1918 -4.9087 0.11
C -2.2015 -3.2703 -0.7314 -0.22
C -1.4621 -1.0755 -3.1669 -0.09
H -5.3369 -5.5637 -0.6325 0.10
H -1.1675 4.3545 3.4171 0.01
C -2.9501 -3.4173 0.4388 -0.11
C 1.3896 -4.2711 -1.1311 -0.09
C -1.3262 -0.5754 -4.4549 -0.07
H 2.4947 -4.3814 2.5569 0.10
C 3.1213 1.6868 -0.7041 -0.16
C -4.4620 -4.9268 -0.6588 -0.08
C 0.9347 2.8414 -0.1474 -0.53
```